# 1
A structure of composition C8H15BF2IrN2O5P at a distorted geometry. Source: the OMol25 dataset; level of theory: ωB97M-V with the def2-TZVPD basis set.

As for the orbital gap (spin up / spin down): 0.28114 / 0.29362 hartree. As for the expectation value of S²: 0.76. Its spin multiplicity is 2. For the LUMO energy (spin up / spin down), the calculation gives -4.344 / -4.926 eV. The value obtained for the energy relative to the best compared isomer or geometry (same formula, charge and spin) is 1.867 eV. The total charge is +1. As for the total energy: -1469.67916 a.u. As for the HOMO energy (spin up / spin down): -0.4408 / -0.4746 hartree.

Cartesian coordinates (Å):
Ir1 -0.35465 0.32898 0.43744
O1 -3.46832 -1.89889 -1.40877
C1 -2.72586 -1.13057 -0.91288
O2 -1.66176 -0.53550 -1.15385
C2 -3.29472 -0.60029 0.80788
O3 -4.44932 -0.77107 0.96166
O4 -2.29677 -0.16766 1.40239
F1 2.46403 -0.65698 1.23658
B1 1.28235 -1.06132 0.79514
F2 1.24039 -2.33096 0.45946
C3 0.65431 -0.14973 -3.33752
P1 0.87631 1.49044 -2.62487
C4 -0.12990 2.65937 -3.55606
C5 2.61802 1.92499 -2.84999
O5 0.53210 1.55579 -1.14545
H1 1.00361 -0.15365 -4.36991
H2 -0.39798 -0.43062 -3.31113
H3 1.22596 -0.87391 -2.75694
H4 0.27347 2.78587 -4.55995
H5 -0.12742 3.61684 -3.03730
H6 -1.15253 2.28943 -3.61839
H7 2.84769 1.95139 -3.91510
H8 3.23780 1.17669 -2.35772
H9 2.81211 2.90426 -2.41524
C6 2.95330 3.32159 2.79703
N1 1.56333 3.15957 3.22432
C7 1.12007 3.87677 4.41709
C8 0.76575 2.41582 2.53250
N2 0.06914 1.73254 1.91013
H10 3.10960 4.32151 2.38836
H11 3.19708 2.58484 2.03549
H12 3.60808 3.18483 3.65613
H13 1.03754 4.94533 4.21131
H14 1.85185 3.73696 5.21130
H15 0.15217 3.50785 4.74644

# 2
A cluster of 2 separate species, C9H16Si2 in total at a distorted geometry. Source: the OMol25 dataset; level of theory: ωB97M-V with the def2-TZVPD basis set.

As for the orbital gap (spin up / spin down): 0.28723 / 0.24717 hartree. Its spin multiplicity is 1. For the LUMO energy (spin up / spin down), the calculation gives -0.740 / -0.392 eV. The value obtained for the energy relative to the best compared isomer or geometry (same formula, charge and spin) is 3.832 eV. The total charge is 0. As for the total energy: -931.33055 a.u. As for the HOMO energy (spin up / spin down): -0.3144 / -0.2616 hartree.

Cartesian coordinates (Å):
C1 -3.30773 -0.00681 0.37579
C2 -2.68775 -1.26928 0.31147
C3 -2.99782 0.97041 -0.57889
C4 -1.56704 -1.38545 -0.54003
C5 -1.97397 0.82298 -1.50564
C6 -1.20459 -0.30171 -1.41680
C7 3.44878 -0.11541 0.15311
C8 0.77916 -0.87484 1.92261
C9 0.93603 1.96520 0.56173
Si1 0.13597 -0.67473 -2.56809
Si2 1.90430 0.53550 1.15555
H1 -4.07351 0.30845 1.01347
H2 -3.04497 -2.09188 1.06438
H3 -3.50943 1.96656 -0.45425
H4 -0.97612 -2.34780 -0.57104
H5 -1.60041 1.43123 -2.29652
H6 3.38756 -0.34594 -0.88827
H7 4.19668 0.58006 0.16323
H8 3.93329 -0.95576 0.66357
H9 -0.04821 -0.28124 2.29303
H10 0.50760 -1.52502 1.13648
H11 1.49988 -1.38150 2.61642
H12 1.32762 2.50615 -0.28526
H13 0.11701 2.47903 0.87758
H14 0.89568 0.39542 -3.47544
H15 1.10708 -1.52713 -1.94602
H16 2.81490 1.12353 2.21782

# 3
A structure of composition C6H4N2O at a distorted geometry. Source: the OMol25 dataset; level of theory: ωB97M-V with the def2-TZVPD basis set.

As for the orbital gap (spin up / spin down): 0.19343 / 0.14786 hartree. Its spin multiplicity is 1. For the LUMO energy (spin up / spin down), the calculation gives -2.309 / -2.982 eV. The value obtained for the energy relative to the best compared isomer or geometry (same formula, charge and spin) is 10.634 eV. The total charge is 0. As for the total energy: -415.37735 a.u. As for the HOMO energy (spin up / spin down): -0.2783 / -0.2574 hartree.

Cartesian coordinates (Å):
C1 1.11493 -1.33134 -0.66487
C2 0.46350 -1.25076 0.52212
C3 1.25558 1.10627 -0.55986
C4 0.41868 1.31240 0.46833
C5 0.54448 -0.06960 -1.09788
C6 -0.35770 0.06061 0.26339
N1 -2.64759 0.07455 -0.09637
N2 -1.68967 0.13327 0.56955
O1 -3.83696 -0.10839 -0.01333
H1 1.89700 -1.90998 -1.16970
H2 0.51051 -1.62231 1.43865
H3 2.18313 1.55627 -0.86412
H4 0.14411 2.04901 1.20408

# 4
A structure of composition C4H9NO. Source: the OMol25 dataset; level of theory: ωB97M-V with the def2-TZVPD basis set.

As for the orbital gap (spin up / spin down): 0.28102 / 0.28108 hartree. Its spin multiplicity is 1. For the LUMO energy (spin up / spin down), the calculation gives 0.908 / 0.908 eV. The value obtained for the energy relative to the best compared isomer or geometry (same formula, charge and spin) is 5.858 eV. The total charge is 0. As for the total energy: -287.61718 a.u. As for the HOMO energy (spin up / spin down): -0.2476 / -0.2477 hartree.

Cartesian coordinates (Å):
C1 -0.97891 -0.20865 -0.93456
C2 -1.39741 -0.75284 1.25655
O1 -0.68533 0.30058 1.78639
C3 0.36806 0.61690 1.08836
N1 0.60897 -0.09368 0.01756
C4 1.73176 0.34718 -0.79507
H1 -1.74518 0.55380 -0.79142
H2 -0.37563 0.09169 -1.80316
H3 -1.40123 -1.18959 -1.13638
H4 -2.32213 -0.86722 1.81919
H5 -0.78966 -1.64732 1.13236
H6 0.88202 1.52505 1.39881
H7 1.75104 1.43160 -0.97820
H8 1.69208 -0.16157 -1.76205
H9 2.66154 0.05408 -0.29838

# 5
An isolated molecule of CH4O2P2 at a distorted geometry. Source: the OMol25 dataset; level of theory: ωB97M-V with the def2-TZVPD basis set.

As for the orbital gap: 0.34722 hartree. Its spin multiplicity is 1. For the LUMO energy, the calculation gives -0.438 eV. The value obtained for the energy relative to the best compared isomer or geometry (same formula, charge and spin) is 1.240 eV. The total charge is 0. As for the total energy: -873.67545 a.u. As for the HOMO energy: -0.3633 hartree.

Cartesian coordinates (Å):
C1 -0.52024 -1.18134 -0.22976
P1 1.29386 -0.72780 -0.11747
O1 0.83400 1.13168 0.45846
P2 -0.55666 1.76138 0.79243
O2 -0.25180 3.13655 1.06087
H1 -0.66009 -1.57195 0.77560
H2 -0.96489 -0.31592 -0.41919
H3 -0.52042 -1.95242 -0.91743
H4 1.34623 -0.28018 -1.40350

# 6
An isolated molecule of BrClO3S at a distorted geometry. Source: the OMol25 dataset; level of theory: ωB97M-V with the def2-TZVPD basis set.

As for the orbital gap: 0.35724 hartree. Its spin multiplicity is 1. For the LUMO energy, the calculation gives -1.696 eV. The value obtained for the energy relative to the best compared isomer or geometry (same formula, charge and spin) is 0.117 eV. The total charge is 0. As for the total energy: -3658.03332 a.u. As for the HOMO energy: -0.4196 hartree.

Cartesian coordinates (Å):
O1 0.02354 -1.29435 -0.92851
O2 -1.36967 -0.01048 0.67762
O3 0.94643 0.67942 0.36669
S1 -0.33623 -0.11279 -0.24131
Cl1 -0.79100 1.19889 -1.59339
Br1 1.52694 -0.46070 1.71890

# 7
A cluster of 2 separate species, C37H48F6NO7 in total at a distorted geometry. Source: the OMol25 dataset; level of theory: ωB97M-V with the def2-TZVPD basis set.

As for the orbital gap: 0.30017 hartree. Its spin multiplicity is 1. For the LUMO energy, the calculation gives -2.825 eV. The total charge is +1. As for the total energy: -2619.07856 a.u. As for the HOMO energy: -0.4040 hartree.

Cartesian coordinates (Å):
C1 2.44316 -5.35727 -1.15553
C2 1.06779 -4.82252 -1.46907
C3 0.26941 -5.39897 -2.44957
C4 -1.00362 -4.88183 -2.66227
C5 -1.52234 -3.79873 -1.94438
C6 -2.95042 -3.40406 -2.24249
C7 -3.15493 -1.94735 -2.64639
C8 -3.86281 -3.86548 -1.08474
C9 -0.69840 -3.20271 -0.98600
O1 -1.13735 -2.10762 -0.21703
C10 -0.43703 -0.90787 -0.50482
C11 -0.37661 0.15350 0.60343
C12 0.22963 1.42473 -0.01273
C13 -0.78029 2.32651 -0.73618
C14 -0.19331 2.95800 -2.00392
C15 -1.27879 3.46615 -2.90716
F1 -2.15376 2.49481 -3.24552
F2 -0.72139 3.91708 -4.05719
C16 -2.07901 4.65634 -2.33483
F3 -2.75473 5.26232 -3.30210
F4 -1.25749 5.54085 -1.77946
F5 -2.94957 4.25087 -1.41504
C17 0.68209 -0.28303 1.69868
O2 0.98099 -1.67133 1.66379
C18 2.17318 -2.01261 2.24997
O3 2.17928 -2.84738 3.08897
C19 3.39745 -1.33624 1.76476
C20 4.41181 -1.09230 2.68916
C21 5.56897 -0.44384 2.27448
C22 5.69553 -0.05572 0.94628
C23 4.69219 -0.32386 0.01910
C24 3.53127 -0.96168 0.42860
C25 0.01984 -0.01589 3.06955
N1 -1.41938 -0.24070 2.79558
C26 -1.93824 -1.63171 2.84914
C27 -2.15178 -2.09021 4.27824
O4 -0.90540 -2.44119 4.89801
C28 -0.79695 -1.96172 6.17492
O5 -1.34272 -2.45576 7.08647
C29 -1.58392 0.54072 1.51258
C30 -3.05222 0.71303 1.07780
C31 -3.56049 0.14180 -0.24055
C32 -4.19241 -1.21513 -0.07219
F6 -4.59025 1.00273 -0.62558
C33 0.56900 -3.72792 -0.76406
H1 2.57948 -6.31308 -1.64565
H2 2.50320 -5.56321 -0.08983
H3 3.22752 -4.66286 -1.43526
H4 0.61306 -6.23827 -3.02998
H5 -1.62280 -5.34742 -3.41289
H6 -3.26931 -3.99221 -3.09652
H7 -2.89244 -1.80255 -3.69035
H8 -2.56385 -1.24550 -2.07307
H9 -4.20434 -1.67963 -2.56105
H10 -4.84519 -3.41892 -1.17678
H11 -3.39847 -3.60155 -0.14014
H12 -3.93844 -4.94680 -1.12966
H13 -0.82508 -0.42640 -1.40543
H14 0.59489 -1.15185 -0.74617
H15 0.72301 2.01929 0.74810
H16 0.99292 1.11238 -0.72349
H17 -1.70265 1.81840 -0.99961
H18 -1.06847 3.12546 -0.05627
H19 0.42132 2.24864 -2.54636
H20 0.41421 3.80603 -1.72278
H21 1.58870 0.31309 1.70473
H22 4.30072 -1.41409 3.70998
H23 6.35243 -0.24465 2.98546
H24 6.58906 0.46050 0.63359
H25 4.82744 -0.01577 -1.00469
H26 2.73331 -1.18866 -0.26188
H27 0.18787 1.04036 3.27436
H28 0.45036 -0.54875 3.90477
H29 -1.92659 0.32700 3.47677
H30 -2.92158 -1.63060 2.39792
H31 -1.26976 -2.30825 2.33174
H32 -2.80051 -2.95931 4.27707
H33 -2.63617 -1.29734 4.84986
H34 -0.12802 -1.10694 6.31476
H35 -1.30812 1.54193 1.82616
H36 -3.24529 1.77975 1.05764
H37 -3.70527 0.32604 1.85806
H38 -2.84182 0.17733 -1.05172
H39 -5.01931 -1.08502 0.62502
H40 -4.62042 -1.56179 -1.00271
H41 -3.51323 -1.94232 0.35352
H42 1.21645 -3.29940 -0.02942
O6 2.69227 4.07640 -1.81286
C34 3.15480 5.18120 -1.72499
O7 4.24619 5.45071 -0.98562
C35 4.51215 6.86902 -0.98574
C36 3.82337 7.40082 -2.23554
C37 2.63090 6.45320 -2.36251
H43 4.09895 7.29402 -0.06918
H44 5.58758 7.02284 -0.99108
H45 3.55398 8.45164 -2.16084
H46 4.47955 7.28198 -3.09805
H47 1.76750 6.79650 -1.78946
H48 2.33798 6.27179 -3.39262

# 8
A structure of composition C50H43BF4N4O7SW at a distorted geometry. Source: the OMol25 dataset; level of theory: ωB97M-V with the def2-TZVPD basis set.

As for the orbital gap (spin up / spin down): 0.15991 / 0.16064 hartree. As for the expectation value of S²: 2.01. Its spin multiplicity is 3. For the LUMO energy (spin up / spin down), the calculation gives 3.667 / 3.667 eV. The value obtained for the energy relative to the best compared isomer or geometry (same formula, charge and spin) is 2.510 eV. The total charge is -2. As for the total energy: -3566.70808 a.u. As for the HOMO energy (spin up / spin down): -0.0251 / -0.0259 hartree.

Cartesian coordinates (Å):
W1 -1.02331 -0.64601 -0.05391
O1 -3.89643 1.69249 0.49422
C1 -3.65308 0.73062 1.22056
O2 -2.66951 -0.14234 1.00022
C2 -4.39075 0.51646 2.59977
C3 -4.88577 1.64604 3.17082
C4 -5.04554 1.74489 4.57394
C5 -4.91454 0.64607 5.38521
C6 -4.61939 -0.57848 4.73817
C7 -4.45952 -0.75975 3.34322
S1 -4.13003 -2.35731 2.83101
H1 -5.12459 2.48735 2.52592
H2 -5.21413 2.74912 5.00248
H3 -5.03477 0.72489 6.44544
H4 -4.60437 -1.47469 5.36085
C8 5.06449 0.80494 2.28711
C9 4.55876 0.89227 0.86344
C10 5.62992 1.36314 -0.13877
O3 4.02241 -0.40466 0.52441
C11 2.58906 -0.43755 0.57307
C12 2.17912 1.04756 0.75367
O4 3.37001 1.80520 0.72517
C13 1.11216 1.81632 -0.15344
O5 -0.15411 1.11562 -0.37067
C14 0.71604 3.14259 0.63193
C15 -0.64060 3.44425 0.85042
C16 -1.01954 4.54645 1.60284
C17 -0.02758 5.47824 1.99225
C18 1.29344 5.15808 1.83212
C19 1.69047 3.95179 1.28541
C20 1.72763 2.16548 -1.49295
C21 1.41224 1.37834 -2.64515
C22 1.85873 1.72831 -3.93323
C23 2.63678 2.88287 -4.13835
C24 3.02347 3.56334 -3.01517
C25 2.54460 3.26346 -1.73704
C26 2.04917 -1.52926 -0.41810
O6 0.59635 -1.58183 -0.34878
C27 2.43982 -1.63730 -1.89342
C28 3.66513 -1.20370 -2.42765
C29 3.83482 -1.20067 -3.82410
C30 3.00623 -1.92257 -4.70736
C31 1.86810 -2.48653 -4.13101
C32 1.59212 -2.32147 -2.76320
C33 2.49953 -2.87708 0.27275
C34 3.84222 -3.25659 0.39766
C35 4.18604 -4.41154 1.08303
C36 3.21879 -5.25961 1.63963
C37 1.88453 -4.97010 1.43103
C38 1.51223 -3.78547 0.77493
H5 5.97087 0.24019 2.28518
H6 4.27927 0.38865 2.93472
H7 5.31012 1.77640 2.69797
H8 6.37509 0.61740 -0.40842
H9 6.15869 2.22916 0.29995
H10 5.17617 1.63553 -1.06957
H11 2.29325 -0.91686 1.54080
H12 1.72491 1.16730 1.76550
H13 -1.43914 2.78701 0.46579
H14 -2.08777 4.77127 1.83653
H15 -0.30757 6.32587 2.58966
H16 2.01503 5.85092 2.14354
H17 2.73954 3.66914 1.31435
H18 0.76719 0.48115 -2.56018
H19 1.67444 1.04763 -4.75879
H20 2.92548 3.26419 -5.17455
H21 3.72638 4.38012 -3.10537
H22 2.92798 3.92744 -0.89277
H23 4.39541 -0.70438 -1.76488
H24 4.66013 -0.59320 -4.16564
H25 3.35546 -2.12995 -5.71341
H26 1.13023 -2.95162 -4.78502
H27 0.63806 -2.65371 -2.40009
H28 4.67726 -2.65520 0.01079
H29 5.25019 -4.63645 1.12243
H30 3.54656 -6.18164 2.15639
H31 1.15421 -5.62471 1.84489
H32 0.43124 -3.68124 0.68648
O7 -1.92084 -0.55408 -1.68974
C39 -2.75635 0.22842 -2.45244
C40 -2.10618 0.92159 -3.48156
C41 -2.81112 1.64329 -4.42405
C42 -4.20435 1.60203 -4.33861
C43 -4.87963 0.86740 -3.38000
C44 -4.18449 0.05005 -2.45698
C45 -4.86933 -1.02120 -1.77377
N1 -4.52481 -1.71120 -0.65543
C46 -5.52499 -2.56719 -0.33407
C47 -6.50752 -2.42148 -1.26534
N2 -6.13828 -1.40985 -2.16766
H33 -1.04738 0.88164 -3.51931
H34 -2.21774 2.22072 -5.16274
H35 -4.77399 2.23885 -4.98291
H36 -5.94930 0.93109 -3.18650
H37 -5.45405 -3.11007 0.56278
H38 -7.52286 -2.89291 -1.28838
H39 -6.51000 -1.28366 -3.12135
N3 -0.54968 0.51847 2.93951
C48 -0.11559 0.24664 4.17955
C49 0.30287 -1.06384 4.19554
C50 -0.03319 -1.60520 2.92877
N4 -0.50897 -0.60259 2.16542
H40 -0.80061 1.43431 2.57724
H41 -0.23409 0.97999 4.98459
H42 0.80535 -1.60839 4.99817
H43 -0.08191 -2.65024 2.63570
F1 -3.35272 -4.50764 -0.16840
B1 -2.10564 -3.94209 -0.31682
F2 -1.16117 -4.71971 0.35242
F3 -1.80099 -3.63150 -1.65041
F4 -2.04594 -2.53368 0.38008